{"formula": "C22H53CrN4O10", "method": "the ωB97M-V functional and the def2-TZVPD basis", "total_charge": 1, "homo_ev": [-11.1073, -11.1074], "e_tot_ha": -2885.592989, "s2": 6.0461, "multiplicity": 5, "gap_ev": [7.47, 3.45], "symbols": ["Cr", "C", "C", "O", "O", "H", "H", "H", "C", "C", "O", "O", "H", "H", "H", "C", "C", "O", "O", "H", "H", "H", "C", "C", "C", "O", "C", "N", "H", "H", "H", "H", "H", "H", "H", "H", "H", "H", "H", "C", "C", "C", "O", "C", "N", "H", "H", "H", "H", "H", "H", "H", "H", "H", "H", "H", "C", "C", "C", "O", "C", "N", "H", "H", "H", "H", "H", "H", "H", "H", "H", "H", "H", "C", "C", "C", "O", "C", "N", "H", "H", "H", "H", "H", "H", "H", "H", "H", "H", "H"], "coordinates": [[21.754530, 11.682110, 27.599260], [22.088220, 13.100150, 23.854810], [21.821620, 12.634390, 25.251560], [22.028360, 11.419360, 25.535570], [21.569890, 13.332940, 26.197740], [22.997440, 13.683360, 23.708990], [21.231550, 13.717140, 23.583630], [22.047110, 12.262740, 23.158280], [24.062350, 8.868960, 29.722550], [23.168090, 9.714250, 28.845600], [22.207050, 10.381820, 29.271260], [23.241230, 9.984340, 27.670070], [25.061390, 9.272880, 29.886420], [24.293200, 7.941490, 29.198530], [23.570020, 8.630740, 30.665400], [18.015470, 11.015280, 28.927810], [19.311020, 11.630950, 28.288670], [20.135960, 12.484230, 28.787950], [19.757290, 11.070100, 27.295210], [17.293240, 10.741780, 28.158600], [17.560240, 11.630530, 29.703920], [18.339430, 10.182800, 29.552410], [18.437720, 7.967940, 22.494400], [18.587740, 8.184670, 24.013750], [19.993310, 8.797610, 24.389450], [21.002510, 7.798490, 24.117850], [22.299020, 8.122590, 24.614520], [17.492480, 9.084680, 24.420360], [18.614090, 8.909560, 21.974440], [17.415490, 7.636070, 22.312720], [19.206780, 7.294440, 22.116200], [18.531340, 7.237990, 24.551070], [19.965620, 9.131420, 25.426710], [20.330750, 9.650970, 23.801230], [22.810660, 8.850720, 23.985120], [22.928080, 7.234810, 24.679610], [22.239500, 8.558110, 25.611960], [16.576870, 8.664850, 24.346220], [17.661560, 9.296500, 25.393320], [17.701010, 16.268930, 25.782070], [17.644000, 15.027580, 26.686040], [17.559120, 13.701000, 25.876250], [18.489240, 13.600030, 24.819280], [18.401110, 12.292240, 24.165450], [18.958050, 14.966150, 27.285100], [17.843170, 17.212320, 26.309240], [16.712310, 16.334450, 25.327910], [18.518810, 16.137260, 25.073570], [16.892430, 15.073430, 27.474170], [16.606250, 13.642650, 25.350190], [17.625270, 12.838050, 26.538860], [17.355350, 12.027210, 24.009720], [18.761480, 11.556830, 24.884770], [19.047300, 12.266290, 23.288040], [18.969880, 14.262460, 28.009520], [19.685750, 14.803240, 26.603920], [28.533060, 12.160320, 25.566550], [28.029160, 10.694580, 25.357140], [26.624640, 10.780360, 24.732540], [26.710340, 11.184410, 23.396600], [25.489710, 10.867250, 22.766790], [28.955620, 9.936860, 24.600560], [27.735640, 12.805250, 25.935720], [28.905560, 12.552650, 24.620280], [29.206280, 12.185120, 26.423450], [27.894490, 10.242250, 26.339670], [25.787930, 11.257150, 25.243130], [26.298350, 9.740890, 24.766390], [25.476130, 11.446810, 21.843740], [24.640090, 10.978560, 23.440470], [25.394410, 9.827200, 22.454840], [28.518490, 9.033870, 24.483850], [28.902780, 10.143270, 23.613290], [24.906000, 13.298840, 27.008830], [24.630800, 12.946820, 28.437910], [25.299470, 13.939160, 29.303950], [26.743230, 13.944590, 29.376450], [27.460830, 12.655290, 29.515900], [23.165330, 13.047040, 28.588420], [24.581680, 14.324500, 26.832970], [24.363920, 12.665360, 26.306730], [25.969190, 13.284140, 26.769010], [24.884980, 11.909920, 28.657760], [24.979230, 13.827280, 30.339820], [25.025670, 14.981340, 29.139650], [27.371930, 12.061260, 28.606330], [27.000110, 12.116030, 30.343570], [28.425490, 13.088590, 29.780070], [22.939350, 13.976940, 28.265440], [23.215240, 13.271860, 29.571820]], "forces_ev_per_angstrom": [[-0.959, -0.004, 2.317], [-1.387, 0.152, -0.505], [2.516, -3.519, -2.814], [0.350, -1.175, -0.713], [-1.805, 3.914, 4.086], [-0.001, -0.122, 0.365], [0.090, 0.428, -0.125], [0.360, -0.083, 0.230], [-0.256, -0.631, -0.592], [-0.317, 0.898, 0.878], [-3.675, 1.905, 4.140], [3.835, -1.168, -5.984], [-0.257, 0.597, 0.045], [-0.290, -0.129, -0.077], [0.098, 0.201, -0.099], [0.997, 1.516, 0.359], [0.225, -0.481, 2.178], [-0.692, 0.570, 0.654], [0.663, -1.907, -2.745], [0.239, -0.172, 0.135], [-0.088, 0.553, -0.390], [0.230, -0.439, -0.610], [0.563, 0.155, 0.768], [0.750, 0.603, -0.984], [0.047, -0.949, -0.818], [-0.475, -0.074, 0.710], [-0.366, 0.290, 0.214], [0.973, 0.542, 0.363], [-0.246, 0.182, 0.076], [0.176, -0.231, -0.361], [-0.334, -0.342, 0.059], [0.117, -0.235, -0.069], [0.255, -0.236, 0.386], [-0.707, 0.477, -0.256], [-0.037, 0.166, -0.231], [-0.339, -0.178, -0.208], [-0.032, 0.041, 0.150], [0.067, -0.281, -0.080], [-0.354, 0.126, 0.333], [-0.979, -0.214, -0.058], [1.544, 1.866, -0.289], [-0.005, -1.002, -1.474], [0.467, 0.296, 0.243], [0.065, 0.111, 1.480], [-1.756, -2.097, -0.452], [0.092, -0.277, 0.347], [0.262, 0.110, -0.574], [-0.358, 0.054, -0.282], [-0.068, -0.212, -0.173], [-0.787, 0.441, 0.660], [0.085, -0.102, 0.265], [0.039, 0.150, -0.622], [0.207, -0.152, -0.056], [-0.405, 0.324, 0.017], [0.955, 0.020, 1.304], [1.108, 0.373, -0.350], [-0.364, -0.863, 0.666], [-1.338, 3.307, 0.690], [0.510, -2.027, 0.079], [-0.477, 0.075, 0.057], [0.228, -0.094, -0.839], [0.134, -1.457, -0.827], [-0.326, -0.030, -0.419], [0.315, 0.117, 0.333], [0.804, 0.034, -0.580], [0.087, -0.149, 0.081], [0.442, 0.800, 0.452], [-0.287, -0.639, -0.308], [-0.529, 0.235, 0.208], [-0.223, 0.749, -0.070], [0.535, -0.438, 0.068], [0.232, -0.972, 0.695], [0.293, 1.269, -0.288], [0.566, 0.007, -0.964], [0.060, -0.513, -2.326], [1.978, 0.524, 2.579], [-0.725, -0.792, -1.035], [-1.602, 2.126, 0.365], [0.455, 0.437, 0.700], [-0.081, 0.162, -0.006], [0.117, -0.191, 0.016], [-0.089, -0.163, 0.030], [0.268, 0.078, 0.135], [-0.377, -0.541, 0.510], [-0.038, 0.020, -0.838], [0.490, 0.087, -0.074], [0.269, -0.203, 0.189], [0.254, -1.008, -0.266], [-0.342, 0.332, -0.831], [-1.638, -0.929, 1.053]]}


{"formula": "C22H54BF10N5O7S2", "method": "the ωB97M-V functional and the def2-TZVPD basis", "total_charge": 2, "homo_ev": -14.5125, "e_tot_ha": -3490.637543, "gap_ev": 10.46, "symbols": ["C", "C", "C", "O", "C", "N", "H", "H", "H", "H", "H", "H", "H", "H", "H", "H", "H", "H", "C", "C", "C", "O", "C", "N", "H", "H", "H", "H", "H", "H", "H", "H", "H", "H", "H", "H", "C", "C", "C", "O", "C", "N", "H", "H", "H", "H", "H", "H", "H", "H", "H", "H", "H", "H", "C", "C", "C", "N", "C", "C", "C", "C", "C", "H", "H", "H", "H", "H", "H", "H", "H", "H", "H", "H", "H", "H", "H", "H", "H", "H", "H", "B", "F", "F", "F", "F", "C", "F", "F", "F", "S", "O", "O", "N", "S", "O", "O", "C", "F", "F", "F"], "coordinates": [[0.798218, 5.529567, -5.075573], [0.839654, 4.421174, -3.948130], [2.049918, 3.558807, -4.210338], [3.234731, 4.349647, -4.307238], [4.424092, 3.737245, -4.758518], [1.058351, 5.094880, -2.553532], [0.415005, 5.813961, -2.386957], [0.993328, 4.378715, -1.780415], [1.967150, 5.498729, -2.610470], [0.307173, 5.059148, -5.911154], [1.826161, 5.785641, -5.101974], [0.219791, 6.380898, -4.732786], [-0.026835, 3.850796, -3.722688], [1.757888, 2.978020, -5.062881], [2.128866, 2.782222, -3.384217], [4.976392, 3.277348, -3.955442], [5.002128, 4.526315, -5.185923], [4.135214, 2.981689, -5.477216], [3.748319, -0.599760, -1.495397], [2.495012, -0.089841, -2.197717], [2.305365, -0.843565, -3.525665], [1.354908, -0.138881, -4.260946], [1.476838, -0.548823, -5.562568], [1.181093, -0.140541, -1.444849], [1.037476, 0.563315, -0.753212], [0.395976, -0.104696, -2.080136], [1.024014, -1.026332, -0.963189], [4.501323, -0.069583, -2.036404], [3.854703, -1.672648, -1.694748], [3.782909, -0.345614, -0.419040], [2.536750, 0.998884, -2.553438], [2.033618, -1.923782, -3.322256], [3.336982, -0.742894, -3.890880], [2.462355, -0.307607, -5.953387], [0.752687, 0.011096, -6.163000], [1.396085, -1.651367, -5.726807], [3.552884, 1.390623, 2.920405], [2.471449, 1.705648, 3.961355], [2.801916, 2.897063, 4.814954], [1.693300, 3.296515, 5.568448], [1.467413, 2.629236, 6.836542], [1.158261, 2.015181, 3.339647], [0.711103, 1.176863, 2.953477], [0.611690, 2.471199, 4.098818], [1.169052, 2.635920, 2.542073], [3.570639, 2.139713, 2.098815], [3.396320, 0.395091, 2.585891], [4.551762, 1.370461, 3.356188], [2.241562, 0.865039, 4.636882], [3.051545, 3.813380, 4.150982], [3.686341, 2.653150, 5.469010], [2.421811, 2.582867, 7.501446], [0.995498, 1.651565, 6.712007], [0.800298, 3.365896, 7.372484], [-3.447445, -0.987912, 3.554098], [-4.524906, -1.854320, 2.850592], [-4.043538, -2.352824, 1.499275], [-4.984797, -3.268141, 0.729352], [-5.218018, -4.390649, 1.670229], [-4.335121, -3.685040, -0.558553], [-5.456840, -4.001245, -1.547692], [-6.747751, -3.383228, -0.911466], [-6.234141, -2.642403, 0.282502], [-3.910868, -0.289413, 4.294629], [-2.983614, -0.460426, 2.759116], [-2.728441, -1.626389, 4.019676], [-5.399595, -1.167898, 2.804136], [-4.754948, -2.687903, 3.618352], [-3.102821, -2.879795, 1.614825], [-3.811805, -1.489308, 0.829765], [-4.411627, -4.551850, 2.317777], [-5.456534, -5.335860, 1.093569], [-6.042145, -4.171824, 2.317084], [-3.635422, -4.515809, -0.255824], [-3.735678, -2.803013, -0.938794], [-5.438029, -5.085204, -1.574711], [-5.146343, -3.688135, -2.515706], [-7.475805, -4.142818, -0.612088], [-7.337885, -2.753072, -1.540693], [-6.911235, -2.642610, 1.147648], [-6.111124, -1.527222, 0.100236], [0.578158, 3.110162, 0.073579], [0.518950, 1.792848, 0.547038], [1.754792, 3.276527, -0.684130], [-0.421707, 3.381284, -0.818093], [0.672839, 3.922245, 1.283296], [2.154662, -2.683788, 3.316811], [2.813295, -1.598218, 3.832859], [3.054879, -3.553669, 2.840766], [1.385468, -3.172987, 4.219036], [1.021144, -1.838804, 2.049281], [0.383092, -0.820622, 2.856442], [1.941799, -1.347417, 1.037088], [-0.068994, -2.860202, 1.583062], [-0.047794, -4.288073, 0.891750], [0.891928, -5.256617, 1.351064], [-1.476938, -4.637835, 0.752687], [0.446287, -3.954592, -0.863427], [0.008693, -2.694486, -1.261703], [1.722297, -3.982534, -1.087963], [-0.082833, -4.836478, -1.677132]], "forces_ev_per_angstrom": [[-1.277, -1.381, 2.698], [1.051, 2.163, 0.654], [0.534, -1.126, 1.835], [-1.866, 0.195, 0.565], [-0.816, -0.521, -0.010], [0.400, -2.068, -1.008], [-1.370, 1.302, 0.253], [0.434, 0.745, -0.805], [1.173, 0.386, 0.394], [0.383, 0.213, -0.674], [0.786, 0.535, -1.169], [-0.227, 0.135, -0.159], [-0.889, -0.678, -0.649], [0.501, -0.265, -1.126], [0.161, 0.875, -0.650], [0.180, -0.212, 0.465], [0.490, 0.287, -0.459], [0.394, -0.196, -0.483], [-1.185, 0.339, 0.438], [-1.033, 1.117, -1.086], [0.567, 0.100, 2.477], [0.169, -0.410, 1.190], [-0.254, -0.494, -2.667], [0.112, -1.400, -0.360], [0.174, 1.085, 0.975], [-0.141, 0.386, -0.694], [0.550, -0.227, 0.322], [1.016, 0.140, -0.006], [0.046, 0.184, 0.444], [0.053, -0.312, -0.653], [0.316, -1.404, 0.967], [0.264, 0.949, -0.527], [-0.349, -0.485, -0.874], [0.332, 0.233, -0.083], [-0.023, -0.415, 0.039], [-0.431, 0.677, 0.338], [-0.195, 0.727, 0.382], [0.482, -0.249, -0.041], [1.399, 1.560, -0.122], [-0.285, -0.308, 0.832], [0.787, 1.754, 1.215], [-0.682, -0.405, 0.194], [-0.138, -0.360, 0.466], [0.020, -0.293, -0.513], [0.383, 0.889, -0.318], [-0.178, -0.540, 0.437], [-0.213, -0.726, -0.873], [-0.095, 0.247, 0.296], [0.376, 0.031, -0.415], [-0.169, -1.469, 0.975], [-0.718, 0.321, -0.638], [-1.394, -0.158, -1.442], [0.126, 0.071, 0.112], [0.444, -1.186, -0.492], [-1.259, -0.243, -0.093], [-0.962, -0.178, 2.165], [0.195, 1.335, -0.495], [1.263, 0.686, 0.748], [-1.739, -2.055, -1.736], [1.808, 0.284, 0.111], [0.166, -0.934, 1.454], [0.351, -1.230, -0.275], [-1.451, 2.549, 1.419], [0.476, -0.669, -0.668], [0.816, 1.026, -0.374], [0.611, -0.198, 0.409], [0.175, -0.867, -0.400], [0.033, 1.097, -1.556], [0.106, -0.394, -0.074], [-0.385, -0.518, 0.445], [1.563, -0.265, 0.397], [0.291, 1.109, 0.655], [-0.632, 0.258, 0.096], [-0.602, 0.871, -0.838], [-0.516, -0.964, 0.717], [-0.841, -0.228, -0.280], [-0.216, 0.566, -0.780], [0.408, -0.242, 0.040], [0.051, 0.604, -0.636], [-0.030, -0.144, -0.366], [0.502, -1.382, -0.086], [0.897, 0.379, 1.652], [-0.145, -0.608, -0.190], [0.741, -0.083, 0.080], [-1.080, 0.399, 0.085], [-0.397, -0.523, -1.568], [0.679, 1.847, -1.596], [0.144, -0.912, -0.028], [-0.988, 0.675, 0.430], [-0.435, -1.182, 1.241], [0.915, -0.595, 0.367], [-0.085, -0.097, -0.293], [-0.517, -0.298, -0.265], [0.296, 0.095, 0.014], [-2.588, 0.019, -0.120], [-0.041, 0.410, 0.111], [2.282, 0.356, 0.159], [-0.748, 0.514, -0.571], [-0.098, -0.640, 0.255], [1.643, 0.320, 0.422], [-0.836, -0.306, -0.145]]}